(1)
The following is a quantum chemistry calculation of a structure of composition C9H21CsN3O3, from the OMol25 dataset.

XYZ file:
```
37
Properties=species:S:1:pos:R:3:lowdin_charge:R:1
Cs 12.812 11.411 -25.486 1.13
C 14.973 7.279 -27.629 0.03
C 13.930 7.727 -26.620 -0.55
O 13.397 8.827 -26.723 -0.15
N 13.623 6.882 -25.620 0.03
C 12.746 7.272 -24.553 -0.07
H 15.838 7.924 -27.615 0.07
H 14.421 7.291 -28.572 0.10
H 15.179 6.216 -27.493 0.08
H 13.974 5.942 -25.678 0.14
H 11.680 7.261 -24.817 0.10
H 12.941 8.303 -24.270 0.05
H 12.774 6.647 -23.666 0.09
C 11.473 10.820 -22.021 -0.02
C 10.989 9.467 -21.547 -0.54
O 11.549 8.442 -21.906 0.04
N 9.915 9.478 -20.738 0.01
C 9.263 8.274 -20.272 -0.06
H 12.258 10.718 -22.762 -0.01
H 11.770 11.507 -21.231 0.09
H 10.639 11.298 -22.555 0.08
H 9.417 10.332 -20.551 0.14
H 9.973 7.455 -20.198 0.09
H 8.446 7.990 -20.935 0.09
H 8.880 8.419 -19.262 0.09
C 17.341 13.776 -25.667 0.02
C 16.740 12.403 -25.570 -0.55
O 15.574 12.240 -25.206 -0.17
N 17.547 11.381 -25.878 0.03
C 17.182 9.960 -25.861 -0.03
H 16.941 14.392 -24.865 0.09
H 17.021 14.235 -26.603 0.10
H 18.427 13.757 -25.614 0.08
H 18.526 11.544 -26.038 0.14
H 16.123 9.794 -25.713 0.07
H 17.763 9.519 -25.050 0.10
H 17.519 9.525 -26.800 0.08
```

Charge: +1
Energy relative to the best compared isomer or geometry (same formula, charge and spin), kJ/mol: 38.8
Kohn-Sham gap, eV: 9.66
LUMO, eV: -2.52
Max |F|, eV/A: 1.95

(2)
The following is a quantum chemistry calculation of an isolated molecule of C9H21FNOPS2Si, from the OMol25 dataset.

XYZ file:
```
37
Properties=species:S:1:pos:R:3:nbo_charge:R:1
C 2.697 2.098 1.843 -0.72
C 2.999 0.521 1.780 0.71
O 2.763 -0.151 2.790 -0.56
N 3.560 0.025 0.526 -0.72
C 3.137 -1.368 0.210 -0.24
C 2.710 -1.525 -1.327 -0.41
C 1.166 -1.205 -1.609 -0.41
C 0.395 -0.494 -0.400 -0.92
Si -1.205 0.275 -1.173 1.70
F -1.830 -0.759 -2.400 -0.64
C -2.440 0.640 0.229 -0.94
C -3.236 -0.732 0.534 -0.42
C -4.701 -0.286 1.040 -0.51
S -5.679 -1.838 1.341 -0.07
P -0.667 2.236 -2.127 0.32
S -2.127 3.536 -1.880 -0.61
H 3.062 2.476 2.845 0.24
H 1.587 2.283 1.725 0.24
H 3.236 2.577 0.963 0.22
H 4.580 0.118 0.594 0.40
H 4.068 -2.025 0.329 0.20
H 2.376 -1.799 0.931 0.23
H 3.319 -0.858 -2.010 0.22
H 2.862 -2.630 -1.582 0.21
H 1.105 -0.480 -2.493 0.19
H 0.621 -2.160 -1.915 0.22
H 0.110 -1.195 0.444 0.25
H 0.974 0.391 0.006 0.24
H -3.162 1.471 -0.079 0.27
H -1.889 1.046 1.140 0.25
H -2.676 -1.351 1.298 0.21
H -3.347 -1.361 -0.414 0.22
H -4.588 0.359 1.963 0.22
H -5.158 0.314 0.183 0.23
H -4.721 -2.818 1.612 0.13
H 0.490 2.698 -1.410 0.01
H -0.390 1.972 -3.505 0.02
```

Charge: 0
Kohn-Sham gap, eV: 8.95
SMILES: CC(=O)NCCCC[Si@@](F)(CCCS)[PH2]=S
LUMO, eV: 0.40
Max |F|, eV/A: 2.90